[1]
Molecular formula: C2H3Cl2NO3
Method: DFT, the ωB97M-V functional and the def2-TZVPD basis

Structure (XYZ):
```
11
Properties=species:S:1:pos:R:3:mulliken_charge:R:1
C 0.4257 -0.2731 0.2555 -0.37
C 1.8101 0.4357 0.0461 0.07
Cl 1.4767 2.1517 0.3998 -0.15
Cl 3.0951 -0.2958 0.9322 -0.15
O -0.3253 0.4552 -0.6507 -0.32
O -1.9849 -0.8081 -0.7219 -0.18
N -2.8547 -0.0836 -0.2176 0.53
O -4.0889 -0.4659 -0.2187 -0.35
H 0.4341 -1.2891 -0.0646 0.32
H 0.0426 -0.2297 1.3100 0.29
H 1.9695 0.4027 -1.0702 0.30
```

Summary:
* relative energy (zero: lowest compared OMol25 entry of this formula, charge and spin): 311.0 kJ/mol
* frontier orbital gap (spin up / spin down): 9.127 / 7.426 eV
* E_HOMO (spin up / spin down): -10.7 / -10.8 eV
* net charge: 0
* strongest force on any atom: 6.784 eV/A
* LUMO level (spin up / spin down): -1.6 / -3.3 eV

[2]
Molecular formula: C2H3Cl2NOS2
Method: DFT, the ωB97M-V functional and the def2-TZVPD basis

Structure (XYZ):
```
11
Properties=species:S:1:pos:R:3:mulliken_charge:R:1
C -0.8555 0.0235 0.4941 0.08
C -0.8605 1.1929 -0.3414 -0.36
N -0.2184 -1.0572 -0.1828 -0.28
O 4.0135 -0.4401 0.0732 -0.44
S 1.2658 -1.6518 0.3805 -0.03
S 2.5873 -0.1261 -0.1514 0.38
Cl -2.5653 -0.5438 0.6397 -0.18
Cl -1.5725 2.6723 0.1479 -0.12
H -0.3480 0.1385 1.4669 0.39
H -0.8736 1.0185 -1.4526 0.32
H -0.5728 -1.2266 -1.0741 0.25
```

Summary:
* relative energy (zero: lowest compared OMol25 entry of this formula, charge and spin): 107.6 kJ/mol
* frontier orbital gap (spin up / spin down): 7.769 / 7.545 eV
* E_HOMO (spin up / spin down): -9.0 / -8.6 eV
* net charge: 0
* strongest force on any atom: 3.122 eV/A
* LUMO level (spin up / spin down): -1.3 / -1.1 eV

[3]
Molecular formula: C2H3Cl2P
Method: DFT, the ωB97M-V functional and the def2-TZVPD basis

Structure (XYZ):
```
8
Properties=species:S:1:pos:R:3:mulliken_charge:R:1
C -0.0423 0.3161 -0.7939 -0.16
C -1.3538 -0.6124 1.4143 -0.29
P 0.3726 1.6165 0.0056 -0.25
Cl -1.4113 0.6072 2.5939 -0.11
Cl -2.9648 -1.0940 0.9227 -0.14
H -0.1041 -0.6043 -1.3100 0.47
H -0.5362 -1.2825 1.4953 0.46
H 1.2997 2.1784 -0.8256 0.02
```

Summary:
* relative energy (zero: lowest compared OMol25 entry of this formula, charge and spin): 541.3 kJ/mol
* frontier orbital gap (spin up / spin down): 8.263 / 8.063 eV
* E_HOMO (spin up / spin down): -8.5 / -8.3 eV
* net charge: 0
* strongest force on any atom: 1.788 eV/A
* LUMO level (spin up / spin down): -0.2 / -0.2 eV

[4]
Molecular formula: C2H3Cl3O2P
Method: DFT, the ωB97M-V functional and the def2-TZVPD basis

Structure (XYZ):
```
11
Properties=species:S:1:pos:R:3:mulliken_charge:R:1
C 0.0146 -0.0868 -0.0312 -1.24
P -1.7291 -0.8977 -0.0502 0.93
O -2.0500 -1.7530 1.1297 -0.71
O -2.0218 -1.2560 -1.4716 -0.70
C -2.7614 0.7550 0.2481 0.14
Cl -2.5357 1.7615 -1.2063 -0.18
Cl -2.4902 1.6634 1.7686 -0.19
Cl -4.4324 0.2748 0.1704 -0.17
H 0.6618 -0.7904 -0.3078 0.40
H 0.2949 0.6730 -0.5741 0.47
H 0.2044 0.1709 1.0793 0.24
```

Summary:
* relative energy (zero: lowest compared OMol25 entry of this formula, charge and spin): 37.7 kJ/mol
* frontier orbital gap: 8.671 eV
* SMILES: C[P@](=O)([O-])C(Cl)(Cl)Cl
* E_HOMO: -5.3 eV
* net charge: -1
* strongest force on any atom: 7.801 eV/A
* LUMO level: 3.3 eV

[5]
Molecular formula: C2H3Cl5
Method: DFT, the ωB97M-V functional and the def2-TZVPD basis

Structure (XYZ):
```
10
Properties=species:S:1:pos:R:3:mulliken_charge:R:1
C -0.7979 0.9956 -0.8180 1.22
Cl -2.5938 0.7400 -0.6243 -0.15
Cl -0.3396 2.6804 -0.4841 -0.11
Cl -0.2665 0.5604 -2.5252 -0.18
H -0.3851 0.2468 -0.1420 -0.84
C 0.7152 -1.0915 0.9888 -0.18
Cl 2.3428 -0.7183 1.6318 -0.16
Cl 0.8247 -1.1925 -0.8170 -0.14
H 0.3587 -1.9981 1.4778 0.36
H 0.1416 -0.2229 1.3122 0.18
```

Summary:
* relative energy (zero: lowest compared OMol25 entry of this formula, charge and spin): 136.8 kJ/mol
* frontier orbital gap: 11.067 eV
* E_HOMO: -10.6 eV
* net charge: 0
* strongest force on any atom: 3.244 eV/A
* LUMO level: 0.5 eV

[6]
Molecular formula: C2H3ClF2
Method: DFT, the ωB97M-V functional and the def2-TZVPD basis

Structure (XYZ):
```
8
Properties=species:S:1:pos:R:3:mulliken_charge:R:1
F -0.8650 0.1002 1.6104 -0.25
C 0.0154 0.4546 0.6959 -0.26
C 0.0845 -0.4330 -0.5256 0.14
F 1.1168 0.0440 -1.1348 -0.20
Cl -1.4105 -0.4283 -1.5728 -0.19
H -0.2570 1.3993 0.3158 0.29
H 1.1511 0.4233 1.0479 0.22
H 0.1646 -1.5601 -0.4367 0.26
```

Summary:
* relative energy (zero: lowest compared OMol25 entry of this formula, charge and spin): 112.6 kJ/mol
* frontier orbital gap: 12.118 eV
* SMILES: FC[C@H](F)Cl
* E_HOMO: -11.1 eV
* net charge: 0
* strongest force on any atom: 3.985 eV/A
* LUMO level: 1.0 eV

[7]
Molecular formula: C2H3ClF2S
Method: DFT, the ωB97M-V functional and the def2-TZVPD basis

Structure (XYZ):
```
9
Properties=species:S:1:pos:R:3:mulliken_charge:R:1
F 1.6123 0.4630 0.8404 -0.25
C 0.8620 0.7595 -0.1862 0.14
F 1.3069 0.2716 -1.3493 -0.22
C -0.5927 -0.0635 0.1820 -0.25
S -0.5511 -1.7445 -0.5761 -0.16
Cl -1.8516 0.9097 -0.5393 -0.17
H 0.6151 1.7784 -0.1616 0.37
H -0.5552 -0.0162 1.2072 0.40
H -0.8458 -2.3579 0.5830 0.14
```

Summary:
* relative energy (zero: lowest compared OMol25 entry of this formula, charge and spin): 75.4 kJ/mol
* frontier orbital gap: 10.383 eV
* SMILES: FC(F)[C@H](S)Cl
* E_HOMO: -9.7 eV
* net charge: 0
* strongest force on any atom: 5.572 eV/A
* LUMO level: 0.7 eV

[8]
Molecular formula: C2H3ClF2S
Method: DFT, the ωB97M-V functional and the def2-TZVPD basis

Structure (XYZ):
```
9
Properties=species:S:1:pos:R:3:mulliken_charge:R:1
C -0.8487 0.4700 -0.2637 -0.66
C 0.7883 -0.4990 -0.4246 0.55
F 1.2013 -0.8290 0.7733 -0.20
F 0.6231 -1.6824 -1.1156 -0.21
S -0.7446 1.0752 1.4304 -0.19
Cl 1.9014 0.6721 -1.2976 -0.15
H -1.1751 1.2076 -0.9066 0.40
H -1.5405 -0.3174 -0.2756 0.30
H -0.2053 -0.0970 2.0800 0.16
```

Summary:
* relative energy (zero: lowest compared OMol25 entry of this formula, charge and spin): 161.3 kJ/mol
* frontier orbital gap: 9.956 eV
* E_HOMO: -9.3 eV
* net charge: 0
* strongest force on any atom: 6.119 eV/A
* LUMO level: 0.6 eV

[9]
Molecular formula: C2H3ClFI
Method: DFT, the ωB97M-V functional and the def2-TZVPD basis

Structure (XYZ):
```
8
Properties=species:S:1:pos:R:3:mulliken_charge:R:1
C 0.3090 0.3107 0.1945 -0.82
C -0.8232 1.3223 0.4223 0.30
F -1.2033 1.5241 1.6909 -0.17
Cl -1.3022 2.5421 -0.6228 -0.07
I -3.9517 -0.2141 -0.1099 -0.11
H 0.3380 -0.1151 -0.7678 0.33
H 1.3507 0.8466 0.2031 0.27
H 0.2782 -0.4560 0.9265 0.29
```

Summary:
* relative energy (zero: lowest compared OMol25 entry of this formula, charge and spin): 173.8 kJ/mol
* frontier orbital gap (spin up / spin down): 9.237 / 5.282 eV
* E_HOMO (spin up / spin down): -9.6 / -8.1 eV
* net charge: 0
* strongest force on any atom: 3.434 eV/A
* LUMO level (spin up / spin down): -0.3 / -2.8 eV

[10]
Molecular formula: C2H3ClFNO
Method: DFT, the ωB97M-V functional and the def2-TZVPD basis

Structure (XYZ):
```
9
Properties=species:S:1:pos:R:3:mulliken_charge:R:1
O -1.0990 1.9643 -0.4721 -0.36
N -0.9137 0.6884 -0.0848 -0.31
C 0.2812 0.2928 -0.1989 -0.15
C 0.4699 -1.1348 0.2749 0.27
F 0.6630 -2.0729 -0.6943 -0.23
Cl 1.9154 -1.2363 1.2562 -0.18
H -2.0890 2.1036 -0.3219 0.39
H 1.1659 0.7786 -0.6323 0.36
H -0.3936 -1.3837 0.8731 0.21
```

Summary:
* relative energy (zero: lowest compared OMol25 entry of this formula, charge and spin): 212.6 kJ/mol
* frontier orbital gap: 11.344 eV
* SMILES: O/N=C/[C@@H](F)Cl
* E_HOMO: -10.6 eV
* net charge: 0
* strongest force on any atom: 2.619 eV/A
* LUMO level: 0.8 eV

[11]
Molecular formula: C2H3ClN2
Method: DFT, the ωB97M-V functional and the def2-TZVPD basis

Structure (XYZ):
```
8
Properties=species:S:1:pos:R:3:mulliken_charge:R:1
C 0.4730 0.6692 0.6738 -0.79
C -0.1172 -0.4917 0.2011 0.62
N -0.1665 -1.7944 -0.0035 -0.39
N -1.0813 -0.9412 -0.7125 -0.14
Cl -0.7559 -0.5104 -2.4223 -0.19
H -0.3383 1.2179 1.0393 0.30
H 0.7077 1.1982 -0.2069 0.29
H 1.2784 0.6524 1.4309 0.29
```

Summary:
* relative energy (zero: lowest compared OMol25 entry of this formula, charge and spin): 412.0 kJ/mol
* frontier orbital gap: 9.924 eV
* SMILES: CC1=NN1Cl
* E_HOMO: -9.3 eV
* net charge: 0
* strongest force on any atom: 7.431 eV/A
* LUMO level: 0.6 eV

[12]
Molecular formula: C2H3ClN2O
Method: DFT, the ωB97M-V functional and the def2-TZVPD basis

Structure (XYZ):
```
9
Properties=species:S:1:pos:R:3:mulliken_charge:R:1
C -1.0584 0.1547 0.9503 -0.67
O 0.3522 0.5610 0.7743 -0.29
C 0.9684 0.4310 -0.3201 0.72
N 2.0610 0.3685 -0.9971 -0.43
N 0.8109 -0.0198 -1.6295 -0.10
Cl 0.6276 -1.7915 -1.6986 -0.17
H -1.0500 -0.8817 0.9908 0.33
H -1.4984 0.4673 0.0821 0.38
H -1.2133 0.7105 1.8479 0.23
```

Summary:
* relative energy (zero: lowest compared OMol25 entry of this formula, charge and spin): 428.9 kJ/mol
* frontier orbital gap: 10.051 eV
* SMILES: COC1=NN1Cl
* E_HOMO: -9.4 eV
* net charge: 0
* strongest force on any atom: 3.249 eV/A
* LUMO level: 0.6 eV